# 1
{"formula": "C20H27ClN6O4", "method": "ωB97M-V with the def2-TZVPD basis set", "total_charge": 0, "e_lumo_ev": 0.350, "fmax_ev_per_a": 17.3, "de_lowest_ev": 18.5323, "species": ["C", "H", "O", "C", "H", "C", "O", "N", "C", "H", "H", "H", "C", "C", "N", "N", "N", "N", "C", "H", "H", "C", "H", "H", "O", "C", "O", "N", "C", "C", "C", "C", "C", "C", "H", "H", "Cl", "H", "H", "H", "C", "H", "C", "C", "C", "C", "H", "H", "H", "H", "H", "H", "H", "H", "H", "H", "H", "H"], "xyz": [[1.8984, 3.4759, -0.0748], [1.2689, 3.3877, -0.9703], [2.2787, 2.3116, 0.3933], [1.0882, 1.6014, 1.0564], [1.4729, 0.5935, 1.4556], [-0.1252, 1.0784, 0.1789], [-0.0213, 1.1274, -0.9096], [-1.2015, 0.6797, 0.6094], [-1.1942, 0.3443, 2.0484], [-1.9780, -0.3200, 2.3889], [-1.1903, 1.4058, 2.7997], [-0.3565, -0.1794, 2.2513], [-2.4867, 0.3219, -0.0191], [-2.9220, -0.8263, 0.3399], [-4.0575, -1.3483, 0.7526], [-4.1023, -2.6872, 0.9550], [-2.9502, -3.2420, 0.3130], [-2.2909, -2.0702, -0.0149], [-0.8667, -2.0746, -0.7785], [-1.1320, -2.5214, -1.6129], [-0.5065, -1.2237, -0.8488], [-0.2529, -3.0763, 0.2651], [-0.1414, -2.7489, 1.2177], [-0.5996, -4.1316, 0.1944], [1.1949, -3.0523, -0.6079], [2.1034, -2.2118, 0.0753], [1.6871, -1.5820, 0.8787], [3.2744, -2.2302, -0.5135], [4.2979, -1.6289, -0.2063], [5.6543, -2.1945, -0.5275], [6.7848, -1.2973, -0.5144], [6.6531, -0.1141, -0.1738], [5.4833, 0.5248, 0.2409], [4.2762, -0.3912, 0.0604], [3.3119, 0.1323, 0.2723], [5.4262, 1.7183, 0.5649], [8.1535, 0.8543, -0.0457], [7.7347, -1.8247, -0.4138], [5.6660, -3.1394, -0.9083], [3.2333, -3.1019, -0.9407], [-3.3930, 1.4141, 0.9460], [-3.1804, 2.5617, 0.9130], [-4.9805, 1.4312, 0.2284], [-4.9078, 1.5808, -1.2767], [-4.0572, 0.7582, -2.0435], [-2.3767, 0.7360, -1.4279], [-2.0804, 1.7027, -1.5373], [-1.7435, -0.0262, -1.9167], [-4.3266, -0.2129, -1.9082], [-4.0491, 0.9338, -2.9993], [-4.4561, 2.7754, -1.5575], [-5.8448, 1.6941, -1.7597], [-5.2898, 2.3024, 0.5983], [-5.2712, 0.4218, 0.5027], [-3.4240, 1.1953, 1.9653], [0.6435, 2.4317, 2.0245], [1.4589, 4.1227, 0.5270], [2.7123, 3.8382, -0.5097]], "lowdin_charge": [-0.203, 0.108, -0.152, -0.006, 0.107, -0.675, 0.159, -0.015, -0.024, 0.092, 0.176, 0.032, -0.379, -0.314, 0.050, 0.015, 0.091, -0.020, 0.040, 0.085, 0.012, 0.058, 0.069, 0.125, -0.039, -0.620, 0.193, 0.161, -0.351, 0.104, -0.180, -0.727, 0.002, 0.005, 0.109, 0.170, 0.606, 0.122, 0.068, 0.161, 0.015, 0.144, -0.115, -0.255, -0.128, 0.025, 0.087, 0.122, 0.075, 0.051, 0.186, 0.094, 0.044, 0.075, 0.055, 0.201, 0.049, 0.060]}

# 2
{"formula": "C20H27F9IrN6", "method": "ωB97M-V with the def2-TZVPD basis set", "total_charge": 1, "e_lumo_ev": [-2.461, -5.837], "s2": 6.020, "fmax_ev_per_a": 3.9, "multiplicity": 5, "species": ["Ir", "C", "C", "N", "C", "C", "C", "C", "N", "C", "C", "F", "C", "F", "C", "C", "F", "C", "F", "H", "H", "H", "H", "H", "H", "H", "H", "H", "H", "H", "H", "H", "H", "H", "F", "C", "F", "C", "F", "F", "F", "C", "N", "C", "N", "C", "N", "C", "N", "C", "C", "H", "H", "H", "H", "H", "H", "H", "H", "H", "H", "H", "H"], "xyz": [[-0.6011, 0.2642, -0.8585], [-1.6377, -2.6249, -1.7147], [-2.5617, -2.1954, -0.5802], [-2.7287, -0.7368, -0.5305], [-3.5223, -0.2590, -1.6780], [-3.6386, 1.2598, -1.7454], [-3.3024, -0.3178, 0.7601], [-2.2115, 0.1510, 1.7362], [-1.2951, 1.0110, 1.0319], [-0.6979, 2.0692, 1.5977], [-0.1067, 3.0433, 0.7481], [-0.2028, 2.8139, -0.5860], [0.5368, 4.1659, 1.2252], [1.0452, 5.0511, 0.3740], [0.6589, 4.3760, 2.5930], [0.1152, 3.4341, 3.4526], [0.2513, 3.5985, 4.7646], [-0.5528, 2.3135, 2.9867], [-0.9880, 1.4046, 3.8774], [-1.2460, -3.6236, -1.5384], [-0.7867, -1.9247, -1.7825], [-2.1474, -2.6409, -2.6733], [-2.1326, -2.5148, 0.3722], [-3.5417, -2.6764, -0.6904], [-4.5217, -0.7111, -1.6457], [-3.0233, -0.6051, -2.5839], [-4.3616, 1.6540, -1.0390], [-3.9661, 1.5515, -2.7384], [-2.6738, 1.7345, -1.5503], [-3.8627, -1.1382, 1.2207], [-3.9847, 0.5133, 0.5890], [-1.6775, -0.7239, 2.1229], [-2.6994, 0.6503, 2.5764], [1.1600, 5.2492, 2.9752], [-0.9253, 1.0431, -3.1867], [0.3527, 1.2943, -3.6577], [1.1091, 1.1534, -2.5050], [0.6973, 0.1702, -4.6161], [-0.2419, 0.0429, -5.5444], [0.7572, -1.0308, -3.9544], [1.8699, 0.3289, -5.2103], [1.0647, -1.2130, 1.4733], [2.2550, -1.6671, 2.1445], [2.8540, -2.7573, 1.3859], [3.1857, -2.3057, 0.0420], [1.9903, -1.8612, -0.6329], [1.3475, -0.7314, 0.0948], [2.3676, 0.3469, 0.2049], [3.5509, -0.1095, 0.8885], [3.2036, -0.5625, 2.2252], [4.1419, -1.2109, 0.1412], [0.6391, -0.3946, 2.0568], [0.3498, -2.0381, 1.4088], [2.1491, -3.5905, 1.3284], [3.7608, -3.0915, 1.8925], [1.2894, -2.6986, -0.6870], [2.2475, -1.5403, -1.6453], [1.9352, 1.1841, 0.7578], [2.6492, 0.6803, -0.7945], [2.7482, 0.2618, 2.7799], [4.1033, -0.8890, 2.7477], [5.0392, -1.5635, 0.6518], [4.4140, -0.8667, -0.8583]], "lowdin_charge": [1.213, -0.084, -0.237, -0.275, -0.241, -0.077, -0.148, -0.195, -0.101, -0.200, -0.157, 0.010, -0.219, 0.117, 0.091, -0.213, 0.120, -0.136, 0.093, 0.086, 0.018, 0.079, 0.117, 0.133, 0.137, 0.102, 0.076, 0.088, 0.042, 0.135, 0.114, 0.107, 0.131, 0.142, 0.012, 0.002, 0.015, -0.575, 0.193, 0.131, 0.198, -0.180, -0.081, -0.152, -0.086, -0.169, -0.167, -0.176, -0.084, -0.147, -0.148, 0.113, 0.128, 0.134, 0.136, 0.124, 0.125, 0.122, 0.119, 0.135, 0.137, 0.136, 0.135]}

# 3
{"formula": "C20H27MoN4O2SeSi", "method": "ωB97M-V with the def2-TZVPD basis set", "total_charge": 2, "e_lumo_ev": [-6.240, -6.007], "s2": 0.808, "fmax_ev_per_a": 1.4, "multiplicity": 2, "de_lowest_ev": 0.6739, "species": ["Mo", "N", "C", "O", "C", "C", "C", "C", "N", "C", "H", "H", "H", "H", "H", "H", "N", "C", "C", "C", "C", "C", "C", "H", "H", "H", "H", "H", "H", "H", "C", "Si", "C", "C", "Se", "H", "H", "H", "H", "H", "H", "H", "H", "H", "O", "N", "C", "C", "C", "C", "C", "H", "H", "H", "H", "H"], "xyz": [[1.0474, 0.2473, -0.0556], [-2.0440, 3.1187, 4.3594], [-1.7902, 3.4156, 3.0754], [-1.3616, 4.4782, 2.6709], [-1.9984, 2.3181, 2.0546], [-3.1896, 2.1427, 1.3596], [-3.1915, 1.2861, 0.2691], [-2.0224, 0.6572, -0.1073], [-0.8628, 0.8336, 0.5481], [-0.8759, 1.6403, 1.6215], [-1.9204, 3.8390, 5.0548], [-2.4254, 2.2365, 4.6516], [-4.0849, 2.6759, 1.6513], [-4.0918, 1.1250, -0.3069], [-1.9830, -0.0122, -0.9560], [0.0724, 1.7834, 2.1268], [3.2362, 0.8722, -0.1669], [3.3917, -0.5308, 0.0205], [3.3066, -1.0427, 1.3229], [3.4484, -2.4019, 1.5331], [3.6663, -3.2477, 0.4544], [3.7533, -2.7376, -0.8355], [3.6267, -1.3795, -1.0608], [3.6286, 1.2091, -1.0372], [3.6192, 1.4117, 0.6009], [3.1874, -0.3689, 2.1653], [3.3939, -2.7971, 2.5378], [3.7870, -4.3097, 0.6227], [3.9428, -3.3965, -1.6720], [3.7158, -0.9775, -2.0628], [0.6015, -4.8871, -1.7093], [-0.8540, -4.2921, -0.7060], [-2.3394, -3.5553, -1.5664], [-1.0662, -4.9657, 1.0185], [0.2529, -1.9325, -0.1096], [0.4791, -5.9284, -2.0167], [1.5111, -4.8112, -1.1136], [0.7311, -4.2798, -2.6051], [-3.0484, -4.3210, -1.8898], [-2.0259, -2.9912, -2.4448], [-2.8588, -2.8779, -0.8886], [-1.2821, -6.0367, 0.9865], [-1.8883, -4.4754, 1.5392], [-0.1563, -4.8238, 1.6021], [1.0124, 2.2186, -0.5985], [0.1785, 3.0997, -1.1430], [-0.5023, 2.7801, -2.2596], [-1.3102, 3.7116, -2.8670], [-1.4133, 4.9887, -2.3297], [-0.7147, 5.2818, -1.1665], [0.0752, 4.3181, -0.5839], [-0.3443, 1.7797, -2.6361], [-1.8416, 3.4429, -3.7684], [-2.0258, 5.7392, -2.8086], [-0.7793, 6.2565, -0.7057], [0.6276, 4.4725, 0.3308]], "lowdin_charge": [1.056, 0.211, -0.517, 0.084, -0.109, 0.037, -0.012, -0.145, -0.194, -0.077, 0.132, 0.121, 0.139, 0.124, 0.093, 0.126, 0.009, -0.455, -0.091, -0.074, -0.063, -0.073, -0.059, 0.124, 0.127, 0.120, 0.123, 0.120, 0.122, 0.125, -0.208, 0.535, -0.222, -0.198, 0.384, 0.049, 0.016, 0.044, 0.046, 0.037, 0.028, 0.049, 0.044, 0.037, -0.321, -0.151, -0.002, -0.005, -0.003, 0.009, 0.024, 0.139, 0.129, 0.130, 0.135, 0.150]}

# 4
{"formula": "C20H27N2O2", "method": "ωB97M-V with the def2-TZVPD basis set", "total_charge": 1, "e_lumo_ev": -2.551, "fmax_ev_per_a": 0.9, "smiles": "CC[C@@H](/C([NH3+])=N/CCc1ccc(OC)c(OC)c1)c1ccccc1", "de_lowest_ev": 0.7060, "species": ["C", "C", "C", "C", "N", "N", "C", "C", "C", "C", "C", "C", "O", "C", "C", "O", "C", "C", "C", "C", "C", "C", "C", "C", "H", "H", "H", "H", "H", "H", "H", "H", "H", "H", "H", "H", "H", "H", "H", "H", "H", "H", "H", "H", "H", "H", "H", "H", "H", "H", "H"], "xyz": [[4.8483, 0.2446, 0.7320], [3.5678, 1.0472, 0.9206], [2.5078, 0.6700, -0.1333], [1.9817, -0.7052, 0.1096], [1.0280, -0.7476, 1.3253], [2.2494, -1.6941, -0.5677], [1.7485, -3.0257, -0.4301], [0.5222, -3.2035, -1.3461], [-0.5593, -2.2099, -1.0266], [-0.9667, -1.2613, -1.9450], [-1.9494, -0.3389, -1.6215], [-2.5376, -0.2999, -0.3636], [-3.4635, 0.6219, 0.0105], [-4.0472, 1.4452, -0.9772], [-2.1414, -1.2657, 0.5879], [-2.5624, -1.3635, 1.8749], [-3.8199, -0.8451, 2.2774], [-1.1557, -2.1950, 0.2382], [1.3350, 1.6301, -0.2043], [0.8184, 2.2551, 0.9287], [-0.2759, 3.1004, 0.8268], [-0.8643, 3.3314, -0.4034], [-0.3552, 2.7136, -1.5341], [0.7299, 1.8616, -1.4331], [4.6585, -0.8238, 0.8050], [5.2845, 0.4447, -0.2424], [5.5752, 0.5186, 1.4915], [3.7866, 2.1099, 0.8101], [3.1906, 0.8897, 1.9335], [3.0031, 0.6479, -1.1071], [1.4676, -1.1954, 2.1337], [0.7675, 0.2290, 1.5481], [0.1521, -1.2891, 1.0348], [1.4849, -3.2841, 0.6030], [2.5423, -3.6930, -0.7706], [0.8349, -3.0787, -2.3817], [0.1528, -4.2219, -1.2170], [-0.5348, -1.2446, -2.9326], [-2.2533, 0.3719, -2.3710], [-4.8225, 2.0080, -0.4609], [-4.5004, 0.8505, -1.7744], [-3.3165, 2.1387, -1.4012], [-3.9855, -1.2522, 3.2736], [-3.8096, 0.2445, 2.3194], [-4.6167, -1.1778, 1.6114], [-0.9696, -2.9951, 0.9435], [1.3013, 2.1558, 1.8927], [-0.6566, 3.5889, 1.7103], [-1.7036, 4.0051, -0.4797], [-0.7947, 2.9047, -2.5012], [1.1232, 1.3823, -2.3165]], "lowdin_charge": [-0.082, -0.201, -0.224, -0.250, 0.275, 0.145, -0.182, -0.110, -0.243, -0.025, 0.005, -0.191, -0.098, -0.054, -0.200, -0.064, -0.049, -0.030, -0.200, -0.067, -0.052, -0.074, -0.071, -0.025, 0.070, 0.085, 0.081, 0.129, 0.106, 0.156, 0.174, 0.121, 0.105, 0.116, 0.126, 0.122, 0.130, 0.122, 0.113, 0.105, 0.107, 0.077, 0.100, 0.092, 0.105, 0.146, 0.115, 0.114, 0.112, 0.115, 0.124]}

# 5
{"formula": "C20H27N2O2PS2Zn", "method": "ωB97M-V with the def2-TZVPD basis set", "total_charge": 0, "e_lumo_ev": [-0.184, 0.007], "fmax_ev_per_a": 3.6, "de_lowest_ev": 0.0000, "species": ["C", "C", "C", "C", "C", "C", "C", "C", "N", "Zn", "C", "P", "H", "H", "H", "H", "H", "H", "H", "H", "C", "C", "H", "C", "C", "H", "H", "H", "H", "H", "H", "H", "H", "H", "H", "H", "H", "H", "H", "O", "S", "O", "N", "C", "S", "C", "C", "C", "C", "C", "C", "H", "H", "H", "H"], "xyz": [[1.4290, -4.7247, -0.0771], [2.3635, -3.6962, -0.1310], [1.9996, -2.3539, 0.1521], [0.7458, -2.1358, 0.7372], [-0.2518, -3.1148, 0.5763], [0.1001, -4.4332, 0.2185], [3.0121, -1.2696, -0.1005], [2.8123, -0.2759, -1.2878], [2.1278, -0.6820, -2.4803], [0.3660, -0.7978, 2.1978], [-1.7173, -2.7381, 0.7238], [-2.1233, -1.2824, -0.2920], [3.3983, -3.8966, -0.4127], [-0.6869, -5.1903, 0.1542], [1.7315, -5.7518, -0.3024], [-1.9974, -2.4791, 1.7624], [-2.3714, -3.5535, 0.3650], [3.1127, -0.6304, 0.7884], [3.9954, -1.7319, -0.2556], [2.2769, 0.6116, -0.9034], [-3.8805, -0.9539, -0.2200], [-1.6035, -1.6131, -1.9791], [3.8299, 0.0887, -1.5644], [2.3556, -1.9582, -3.0975], [1.7798, 0.3850, -3.3881], [-1.3842, -0.1184, 0.1643], [3.2232, -1.9622, -3.7854], [2.4948, -2.7424, -2.3421], [1.4578, -2.1997, -3.6896], [2.6191, 0.6930, -4.0356], [0.9525, 0.0534, -4.0278], [1.4545, 1.2587, -2.8049], [-2.3121, -2.2949, -2.4738], [-1.5625, -0.6643, -2.5315], [-0.6032, -2.0633, -1.9958], [-4.4484, -1.8819, -0.3784], [-4.1450, -0.5227, 0.7547], [-4.1479, -0.2305, -1.0014], [-1.2478, 1.0476, 0.3782], [-3.5564, 2.3964, 1.3506], [-2.4505, 3.1171, 0.7619], [-2.5907, 3.7417, -0.5287], [-1.1050, 2.0219, 0.7570], [-0.0840, 2.3205, 1.5721], [1.2633, 1.3077, 1.7252], [-0.2969, 3.5855, 2.2322], [0.5206, 4.2155, 3.1825], [0.0890, 5.4097, 3.7570], [-1.1535, 5.9626, 3.4054], [-1.9862, 5.3193, 2.4745], [-1.5455, 4.1337, 1.8952], [1.4682, 3.7434, 3.4522], [0.7154, 5.9191, 4.4930], [-1.4816, 6.8973, 3.8587], [-2.9612, 5.7141, 2.1961]], "lowdin_charge": [-0.089, -0.070, -0.268, -0.242, -0.375, -0.064, -0.148, -0.207, -0.302, 0.434, -0.293, 0.968, 0.112, 0.105, 0.105, 0.075, 0.104, 0.077, 0.106, 0.075, -0.196, -0.180, 0.121, -0.091, -0.103, 0.006, 0.086, 0.064, 0.079, 0.084, 0.074, 0.086, 0.072, 0.066, 0.052, 0.069, 0.067, 0.070, 0.021, -0.317, 0.713, -0.296, -0.122, -0.809, 0.586, -0.240, -0.031, -0.077, -0.090, -0.053, -0.239, 0.102, 0.105, 0.099, 0.117]}

# 6
{"formula": "C20H27N2OSe3SiTeV", "method": "ωB97M-V with the def2-TZVPD basis set", "total_charge": 0, "e_lumo_ev": [-0.729, -0.371], "s2": 2.038, "fmax_ev_per_a": 1.5, "multiplicity": 3, "species": ["V", "C", "Si", "C", "C", "N", "C", "C", "C", "C", "C", "C", "O", "C", "C", "C", "C", "C", "C", "H", "H", "H", "H", "H", "H", "H", "H", "H", "H", "H", "H", "H", "H", "H", "H", "H", "H", "Se", "Se", "Te", "Se", "C", "C", "C", "C", "C", "N", "H", "H", "H", "H", "H", "H", "H", "H", "H"], "xyz": [[0.1711, -0.3837, 0.3375], [4.2986, -1.3397, -1.4853], [3.4272, -1.0929, 0.1343], [4.5256, -0.4093, 1.4549], [3.0046, -2.7934, 0.7456], [2.0317, -0.0009, -0.0420], [2.3494, 1.3813, -0.2709], [3.6078, 1.8792, -0.5998], [3.8224, 3.2347, -0.8257], [2.7728, 4.1309, -0.7363], [1.5004, 3.6653, -0.4190], [1.3327, 2.3209, -0.1911], [0.0803, 1.7487, 0.1060], [-0.9723, 2.6647, 0.3478], [-1.8375, 2.9418, -0.6832], [-2.8656, 3.8417, -0.4401], [-2.9913, 4.4413, 0.8092], [-2.0829, 4.1466, 1.8180], [-1.0509, 3.2469, 1.5873], [4.8505, -2.2856, -1.4691], [5.0065, -0.5509, -1.7442], [3.5559, -1.3959, -2.2871], [5.2978, -1.1447, 1.7015], [3.9091, -0.2566, 2.3482], [5.0148, 0.5372, 1.2295], [3.9642, -3.2295, 1.0447], [2.5695, -3.4351, -0.0221], [2.3500, -2.7849, 1.6204], [4.4452, 1.2061, -0.6986], [4.8180, 3.5786, -1.0750], [2.9283, 5.1863, -0.9146], [0.6616, 4.3433, -0.3514], [-1.7202, 2.4457, -1.6360], [-3.5741, 4.0675, -1.2268], [-3.7985, 5.1380, 0.9967], [-2.1809, 4.6067, 2.7930], [-0.3310, 2.9908, 2.3526], [-2.2928, -0.6336, -0.3653], [-3.3838, 0.4537, 1.4051], [-1.9590, 0.1381, 3.5357], [0.2948, -0.6467, 2.7202], [-2.0471, -4.9089, -0.2952], [-0.5226, -4.8501, -0.1325], [-0.0941, -5.4985, 1.1905], [0.1872, -5.4961, -1.3252], [-0.1373, -3.4251, -0.0717], [0.1710, -2.3276, -0.0003], [-2.3437, -5.9598, -0.2835], [-2.3632, -4.4581, -1.2360], [-2.5531, -4.3839, 0.5147], [-0.3372, -6.5614, 1.1445], [-0.6235, -5.0524, 2.0325], [0.9785, -5.3921, 1.3569], [-0.1324, -6.5376, -1.3819], [1.2712, -5.4729, -1.2085], [-0.0753, -5.0013, -2.2602]], "lowdin_charge": [0.244, -0.167, 0.376, -0.159, -0.187, -0.181, -0.257, -0.051, -0.080, -0.081, 0.001, -0.183, -0.166, -0.352, -0.052, -0.070, -0.082, -0.070, -0.059, 0.035, 0.025, 0.039, 0.039, 0.043, 0.026, 0.044, 0.014, 0.016, 0.068, 0.104, 0.103, 0.122, 0.121, 0.108, 0.103, 0.110, 0.123, 0.054, -0.123, 0.308, -0.029, -0.031, -0.568, -0.024, -0.031, -0.098, 0.037, 0.094, 0.093, 0.095, 0.094, 0.098, 0.087, 0.094, 0.086, 0.094]}

Question: What is the formula in the second record?
Answer: C20H27F9IrN6